1.
{"formula": "C4H6Br2S", "method": "ωB97M-V/def2-TZVPD", "de_lowest_kj_mol": 373.7, "species": ["C", "C", "C", "C", "S", "Br", "Br", "H", "H", "H", "H", "H", "H"], "positions_angstrom": [[-0.350, -0.723, -1.879], [-0.045, -0.681, -0.579], [1.920, 0.443, 1.059], [-1.680, 0.161, 0.663], [1.217, -1.134, 0.412], [-3.229, -0.737, -0.066], [-1.655, 2.016, 0.354], [0.265, -1.069, -2.670], [-1.203, -0.280, -2.425], [1.896, 1.119, 0.254], [2.971, 0.169, 1.198], [1.386, 0.767, 1.927], [-1.493, -0.052, 1.754]], "forces_ev_per_a": [[-0.472, 0.974, 0.704], [-3.734, 2.017, -0.006], [0.182, -1.758, -0.592], [2.295, -1.848, -1.455], [1.305, -0.847, 0.699], [0.188, 0.309, 0.530], [-0.109, 0.501, 0.005], [1.374, -0.676, -0.038], [-0.267, -0.254, 1.377], [-0.198, 1.161, -0.796], [-0.276, 0.206, 0.520], [-0.030, 0.268, 0.471], [-0.258, -0.052, -1.418]], "lowdin_charge": [-0.0640, -0.6209, -0.3317, -1.1520, 0.8288, 0.5566, 0.5774, 0.0468, 0.0664, 0.0168, 0.0349, 0.0261, 0.0148]}

=====

2.
{"formula": "C5H28N2O10", "method": "ωB97M-V/def2-TZVPD", "de_lowest_kj_mol": 589.4, "smiles": "C=NCC[C@@H](N)C=O.O.O.O.O.O.O.O.O.O", "species": ["C", "N", "C", "C", "C", "N", "C", "O", "H", "H", "H", "H", "H", "H", "H", "H", "H", "H", "O", "H", "H", "O", "H", "H", "O", "H", "H", "O", "H", "H", "O", "H", "H", "O", "H", "H", "O", "H", "H", "O", "H", "H", "O", "H", "H"], "positions_angstrom": [[1.753, 1.521, 0.571], [0.675, 0.934, 0.286], [0.553, -0.484, 0.098], [-0.119, -1.148, 1.338], [-1.606, -0.699, 1.503], [-2.173, -1.044, 0.174], [-2.446, -1.204, 2.682], [-3.554, -0.740, 2.779], [2.731, 1.064, 0.668], [1.643, 2.604, 0.583], [0.030, -0.574, -0.847], [1.454, -1.099, 0.232], [-0.212, -2.237, 1.275], [0.391, -0.641, 2.183], [-1.475, 0.384, 1.488], [-2.217, -0.148, -0.287], [-3.086, -1.461, 0.247], [-2.095, -2.037, 3.327], [-1.325, 0.609, -2.121], [-1.648, 0.215, -2.940], [-0.465, 0.979, -2.428], [-3.075, 2.623, 0.518], [-3.753, 2.717, -0.171], [-2.916, 1.679, 0.346], [2.982, -2.234, 1.759], [3.560, -1.510, 2.021], [2.560, -2.600, 2.541], [1.549, -0.037, -4.364], [0.886, -0.585, -3.944], [2.319, 0.076, -3.796], [0.989, -2.288, -1.939], [0.042, -2.123, -1.999], [1.461, -1.908, -2.680], [1.862, -4.330, 0.081], [1.362, -3.564, -0.199], [2.750, -3.992, 0.239], [1.450, 2.261, 3.072], [0.537, 1.942, 2.908], [1.149, 2.956, 2.440], [0.203, 1.956, -3.764], [1.117, 1.852, -4.036], [-0.033, 2.857, -4.012], [-1.000, 3.063, 1.664], [-1.830, 3.529, 1.781], [-0.983, 2.867, 0.723]], "forces_ev_per_a": [[-0.919, 0.259, -0.991], [-0.100, 0.204, 0.103], [0.352, -1.062, 1.728], [-2.236, 1.598, 0.763], [1.967, -0.278, -1.350], [-0.454, 0.053, 0.712], [-0.078, 0.597, -1.427], [-0.110, -0.364, 0.682], [0.228, -0.225, 0.173], [0.668, -0.005, 0.168], [0.075, -0.500, 0.510], [0.689, 0.815, -1.251], [1.063, 0.073, 0.185], [0.346, -1.285, -0.011], [-0.707, 0.242, 0.892], [-0.324, -0.404, -0.828], [-0.446, 0.202, -0.015], [0.110, 0.298, 0.001], [0.507, -0.190, -0.474], [-0.282, 0.080, 0.108], [-0.807, 0.244, 0.357], [-1.430, -0.969, -1.556], [-0.036, 0.709, 0.282], [0.456, 0.148, 0.722], [0.188, 0.007, -0.370], [-0.167, -0.139, 0.304], [0.113, 0.171, 0.088], [0.838, -0.173, -0.656], [0.037, 0.092, 0.298], [-0.222, -0.479, 0.210], [0.117, -0.707, 0.056], [0.084, 0.148, -0.296], [-0.184, -0.090, -0.166], [0.173, -0.531, 0.208], [-0.024, 0.300, -0.297], [-0.147, 0.113, 0.087], [-1.868, 0.827, -1.090], [0.213, -1.244, 1.095], [1.483, 0.600, 0.598], [-0.091, 1.103, -0.149], [-0.034, -0.266, -0.234], [-0.171, -0.015, 0.212], [1.130, 0.311, 0.588], [-0.037, -0.070, 0.050], [0.037, -0.198, -0.019]], "lowdin_charge": [-0.0545, -0.0153, -0.2629, -0.1389, -0.3451, 0.0636, -0.1877, 0.0539, 0.0850, 0.0699, 0.0497, 0.0826, 0.1170, 0.1181, 0.1051, 0.0254, 0.0732, 0.1294, -0.0865, 0.0497, 0.0089, -0.0588, 0.0698, 0.0340, -0.0516, 0.0488, 0.0537, -0.0386, 0.0261, 0.0652, -0.0379, 0.0521, 0.0250, -0.0685, -0.0221, 0.0171, -0.1072, 0.0169, 0.0158, -0.0640, 0.0334, 0.0699, -0.0772, 0.0362, 0.0212]}

=====

3.
{"formula": "C17H12ClFN8O", "method": "ωB97M-V/def2-TZVPD", "smiles": "Oc1cc(Nc2ncc(F)c(Nc3ccccc3Cl)n2)ccc1-c1nnn[nH]1", "species": ["O", "C", "C", "C", "N", "C", "N", "C", "C", "F", "C", "N", "C", "C", "C", "C", "C", "C", "Cl", "N", "C", "C", "C", "C", "N", "N", "N", "N", "H", "H", "H", "H", "H", "H", "H", "H", "H", "H", "H", "H"], "positions_angstrom": [[-5.197, -0.528, -1.626], [-4.400, -0.190, -0.554], [-3.050, -0.589, -0.661], [-2.126, -0.348, 0.342], [-0.807, -0.765, 0.162], [0.318, -0.190, 0.624], [0.290, 1.003, 1.194], [1.470, 1.515, 1.610], [2.636, 0.820, 1.334], [3.832, 1.314, 1.646], [2.499, -0.392, 0.732], [3.450, -1.267, 0.257], [4.572, -0.894, -0.445], [5.792, -0.615, 0.213], [6.921, -0.330, -0.559], [6.842, -0.305, -1.946], [5.632, -0.531, -2.590], [4.509, -0.818, -1.847], [2.990, -1.294, -2.686], [1.379, -0.934, 0.387], [-2.585, 0.205, 1.533], [-3.930, 0.583, 1.673], [-4.827, 0.385, 0.628], [-6.200, 0.886, 0.724], [-6.607, 1.501, 1.785], [-7.950, 1.831, 1.583], [-8.307, 1.514, 0.370], [-7.223, 0.912, -0.163], [-4.660, -0.928, -2.315], [-2.761, -1.037, -1.584], [-0.556, -1.484, -0.513], [1.502, 2.498, 2.076], [2.903, -1.943, -0.278], [5.858, -0.744, 1.269], [7.868, -0.199, -0.078], [7.727, -0.045, -2.528], [5.505, -0.499, -3.667], [-1.888, 0.364, 2.346], [-4.224, 1.046, 2.609], [-7.196, 0.493, -1.058]], "forces_ev_per_a": [[-0.807, 0.812, 0.827], [2.374, -1.625, -0.487], [-0.912, 0.769, 0.378], [-0.427, -0.359, -0.285], [-0.962, -0.551, -0.667], [-0.134, 0.524, 0.627], [0.365, 0.947, 0.852], [-0.191, -0.988, -0.971], [-0.823, 1.426, 0.918], [0.622, 0.160, 0.174], [1.878, -1.899, -1.576], [0.592, -0.916, 0.711], [1.732, 0.967, -0.346], [-0.276, -0.330, -1.864], [-0.714, -0.314, 0.082], [0.078, 0.476, -0.152], [-0.087, -0.011, -0.368], [-0.374, -0.590, 0.353], [1.036, 0.490, 0.539], [-2.550, 0.619, 0.423], [-0.742, 0.516, 0.490], [1.640, -0.360, -0.086], [-1.316, 0.354, -1.058], [-0.478, 0.550, 0.181], [-2.153, 0.497, 1.209], [1.179, -0.100, -1.360], [1.278, -0.404, 1.473], [0.553, -0.138, 0.330], [0.063, 0.037, 0.057], [0.450, -0.349, -0.578], [-0.688, 0.164, 0.280], [-0.153, -0.211, -0.035], [0.356, 0.027, 0.328], [-0.086, 0.100, 0.560], [0.349, 0.182, 0.185], [-0.247, -0.202, 0.104], [0.344, 0.020, 0.065], [-0.140, 0.043, -0.065], [-0.291, -0.095, -0.296], [-0.337, -0.242, -0.950]], "lowdin_charge": [0.0512, -0.2330, 0.0424, -0.2301, 0.1224, -0.4048, 0.1413, -0.0027, -0.2070, 0.0902, -0.2724, 0.0782, -0.2821, 0.0027, -0.0738, -0.0837, -0.1120, -0.5176, 0.6496, 0.1833, -0.0091, 0.0056, -0.1142, -0.3026, 0.0673, -0.0256, 0.0015, 0.0668, 0.1055, 0.1096, 0.1566, 0.1303, 0.0984, 0.1095, 0.0985, 0.1087, 0.1050, 0.1053, 0.1175, 0.1233]}

=====

no.,HOMO level (eV),HOMO-LUMO gap (eV)
1,-8.16,8.44
2,-9.07,8.97
3,-8.42,8.64